one.
The following is a DFT calculation (ωB97M-V/def2-TZVPD) of one molecule with the formula C3H6ClNO.

The geometry in XYZ format:
```
12
Properties=species:S:1:pos:R:3:lowdin_spin:R:1
Cl 3.183 -0.265 0.003 0.2987
O 0.542 -1.005 -0.135 0.2253
N 1.980 0.889 -0.039 0.7228
C -0.770 -1.475 0.032 0.0155
C 0.816 0.419 -0.018 0.5892
C -0.371 1.325 0.011 0.0866
H -0.143 2.291 0.141 -0.0011
H -1.203 1.083 0.769 0.0265
H -0.547 -2.470 0.137 -0.0002
H -1.464 -1.221 -0.757 0.0078
H -1.306 -0.941 0.792 0.0056
H -0.716 1.371 -0.934 0.0233
```

total charge = 0
LUMO (spin up / spin down) = 0.931 / -2.734 eV
spin multiplicity = 3
Kohn-Sham gap (spin up / spin down) = 6.01 / 7.39 eV
HOMO level (spin up / spin down) = -0.18652 / -0.37210 Ha



two.
The following is a DFT calculation (ωB97M-V/def2-TZVPD) of a 2-piece molecular cluster, C3H6ClNO overall.

The geometry in XYZ format:
```
12
Properties=species:S:1:pos:R:3:lowdin_spin:R:1
Cl -2.964 0.736 -1.102 0.8882
O -1.044 -1.274 -0.357 0.2842
N -0.552 -1.433 0.883 0.6710
C 1.386 -0.713 -0.347 0.0127
C -0.418 1.016 0.487 0.0763
C 0.061 -0.427 0.199 0.0358
H 0.448 1.687 0.270 0.0032
H -1.243 1.375 -0.105 0.0244
H 1.442 -1.412 -1.213 0.0002
H -0.818 1.113 1.522 0.0018
H 2.058 -0.970 0.493 0.0007
H 1.644 0.303 -0.732 0.0016
```

total charge = 0
LUMO (spin up / spin down) = 0.937 / -3.661 eV
spin multiplicity = 3
Kohn-Sham gap (spin up / spin down) = 9.97 / 7.15 eV
HOMO level (spin up / spin down) = -0.33177 / -0.39735 Ha



Stability, highest: two



one.
The following is a DFT calculation (ωB97M-V/def2-TZVPD) of C32H76CdF12N4O20P2S5 as an isolated structure.

The geometry in XYZ format:
```
152
Properties=species:S:1:pos:R:3:mulliken_charge:R:1
Cd -0.866 0.693 0.078 3.6534
S 4.557 -4.258 -3.100 1.2126
S -0.719 -7.001 -1.026 1.0188
S 5.288 4.449 1.547 0.9604
S -0.307 0.291 -2.479 1.4492
S 1.111 2.045 5.198 1.1512
P -3.038 -1.192 1.530 1.4388
P 1.470 -0.888 1.584 1.4222
F -3.528 -0.591 3.006 -0.2886
F 0.282 -1.444 0.570 -0.9390
F 2.126 -0.444 0.151 -0.2973
F 0.668 0.544 1.621 -0.8534
F 2.326 -2.260 1.609 -0.3924
F -4.442 -2.069 1.411 -0.4158
F -3.709 0.137 0.874 -0.4395
F 0.654 -1.374 2.897 -0.3900
F -2.123 -2.433 2.164 -0.3414
F -2.653 -1.712 0.071 -0.3362
F 2.618 -0.215 2.480 -0.3657
F -1.705 -0.262 1.670 -0.5967
O 2.513 1.830 5.433 -0.5811
O 5.388 -3.176 -2.087 -0.5516
O 4.691 -5.614 -2.624 -0.6231
O -1.961 -6.049 -0.324 -0.4816
O -0.600 0.929 -3.732 -0.8197
O -1.021 -7.248 -2.424 -0.5119
O -0.473 -8.093 -0.129 -0.5696
O 0.379 0.649 4.776 -0.3800
O 4.849 -4.077 -4.499 -0.5274
O 0.281 1.120 -1.459 -1.2036
O 6.773 4.346 1.574 -0.5781
O 4.683 5.755 1.531 -0.5357
O 0.276 2.049 6.596 -0.4950
O 0.348 -5.739 -0.853 -0.2834
O 3.093 -3.618 -2.594 -0.0778
O 4.628 3.387 0.463 -0.1729
O 4.604 3.588 2.827 -0.4141
O -1.456 -0.133 -1.674 -1.0020
O 0.664 3.090 4.303 -0.5163
O 0.655 -0.702 -2.957 -1.0633
N -0.022 -2.231 -5.458 1.0950
N -4.237 1.266 6.571 0.9819
N -1.504 2.588 0.569 1.9352
N 2.553 1.014 -4.760 0.7725
C 1.738 3.271 -4.490 -1.0387
C 4.437 1.423 -3.197 -1.6784
C -0.223 -4.659 -0.181 0.3214
C 0.276 -4.822 -4.968 -1.5566
C -1.505 -5.051 0.498 0.3140
C 1.339 -2.514 -7.571 -0.8843
C -0.492 3.593 0.046 -1.3185
C -1.843 4.084 2.632 -1.9447
C -3.819 -1.121 6.892 -1.0372
C 0.874 3.357 0.678 -0.2550
C -4.305 2.486 7.364 -0.7838
C 3.225 -3.043 -1.341 0.7549
C -1.373 -2.283 -4.824 -0.2813
C 3.563 -1.296 -5.031 -0.2477
C 4.650 2.073 1.051 0.3197
C -1.692 2.654 2.079 0.5666
C -2.332 -1.234 -5.388 -1.6253
C -5.579 2.743 8.231 -1.4281
C 4.607 -2.492 -1.095 0.2725
C 3.028 0.971 -3.366 0.9603
C -2.821 2.922 -0.103 -0.5572
C -4.727 2.104 4.325 -0.9139
C -0.948 0.569 5.253 0.2169
C -4.450 0.137 7.465 -0.9349
C 0.825 -3.357 -4.808 0.4423
C 2.631 2.366 -5.334 -0.6898
C -5.221 1.252 5.433 -0.9422
C 4.138 2.298 2.464 0.3316
C -2.921 2.335 -1.514 -1.5747
C -0.110 -2.398 -6.911 -0.8168
C -1.075 1.579 6.370 0.2017
C 3.373 0.067 -5.636 -1.6108
H -2.034 2.505 -2.124 0.0974
H -5.424 3.487 9.013 0.4338
H -5.347 0.367 4.809 0.4130
H 1.842 -3.455 -7.350 0.2315
H -6.310 3.237 7.591 0.3546
H -2.629 2.144 2.301 -0.2448
H -1.441 1.083 7.269 0.0767
H -0.739 -1.666 -7.418 0.4649
H 1.709 4.259 -4.950 0.5407
H -0.602 -3.305 -7.263 0.4629
H -3.847 -1.877 7.677 0.4690
H 1.949 3.455 -3.437 0.1211
H 4.522 2.504 -3.302 0.3975
H 2.415 2.333 -6.402 0.4716
H -1.042 2.061 2.723 -0.4923
H -1.842 -3.258 -4.959 0.1833
H 1.348 2.458 0.286 -0.6787
H -0.930 -0.447 5.647 0.6340
H -3.259 -1.234 -4.814 0.4448
H 5.122 0.862 -3.834 0.2546
H 0.854 -3.065 -3.759 -0.4678
H 4.429 1.463 3.102 0.3908
H 2.925 -0.026 -2.938 -0.8135
H 2.790 -1.558 -4.308 -0.2400
H -3.678 2.860 -2.096 0.5304
H -4.550 3.134 4.635 0.4491
H 0.522 -4.394 0.570 0.0915
H -2.057 3.969 3.695 0.3567
H -1.298 -2.234 -3.738 0.1942
H 1.878 -3.339 -5.090 0.0908
H 4.708 -1.412 -1.194 -0.0598
H -4.324 -1.502 6.004 0.3247
H -4.256 3.394 6.763 0.2589
H 1.165 -2.573 -8.646 0.5006
H 4.136 1.340 0.429 -0.2941
H -2.934 4.002 -0.005 0.6257
H 2.425 1.609 -2.720 -0.0272
H 5.629 1.602 1.139 0.2938
H 2.557 -2.182 -1.389 -0.7306
H 2.922 -3.730 -0.551 0.1961
H 0.853 3.400 1.767 0.0115
H 3.052 2.307 2.563 -0.3555
H 0.722 2.899 -4.624 0.1221
H -2.698 4.638 2.244 0.4094
H -1.444 -5.517 1.481 0.2696
H -3.364 1.340 -1.558 0.2705
H -3.802 1.752 3.866 -0.0698
H -6.074 1.902 8.715 0.2734
H -5.445 2.230 3.515 0.5046
H -0.307 3.321 -0.993 0.3733
H -1.631 0.685 4.411 -0.4193
H 3.635 2.781 -5.255 0.3949
H -5.537 0.089 7.532 0.4289
H -0.779 -4.917 -4.709 0.2954
H -0.933 4.677 2.550 0.2894
H 1.995 -1.670 -7.358 -0.0874
H -3.593 2.537 0.562 0.2444
H -2.292 -4.297 0.485 -0.0307
H 0.449 -5.149 -5.993 0.2810
H -2.518 -1.415 -6.446 0.4746
H 1.518 4.196 0.413 0.7839
H 2.889 -0.042 -6.607 0.5319
H -0.969 4.572 0.000 0.4457
H -4.069 0.277 8.477 0.4945
H 5.078 -2.792 -0.158 0.3095
H -1.938 -0.218 -5.402 0.1854
H -0.242 -3.776 -0.820 -0.1676
H -2.788 -0.867 6.646 -0.0349
H -3.469 2.502 8.064 0.4973
H 4.405 -1.358 -4.342 0.4983
H 3.683 -2.019 -5.839 0.5169
H -6.245 1.531 5.681 0.3605
H -1.707 2.457 6.232 -0.0268
H 4.692 1.292 -2.146 0.2406
H 4.380 0.365 -5.926 0.3338
H 0.801 -5.546 -4.345 0.4157
```

total charge = -2
LUMO = 3.165 eV
Kohn-Sham gap = 6.15 eV
HOMO level = -0.10984 Ha



two.
The following is a DFT calculation (ωB97M-V/def2-TZVPD) of C32H76CdF12N4O20P2S5 as an isolated structure.

The geometry in XYZ format:
```
152
Properties=species:S:1:pos:R:3:mulliken_charge:R:1
Cd -0.600 0.099 -3.970 0.9318
S -6.065 2.025 0.817 1.1397
S -5.225 -1.706 3.258 1.0400
S 1.426 -1.956 6.289 1.0434
S 0.047 2.360 -5.061 1.2725
S 5.409 -2.620 2.036 1.0508
P -3.507 -0.198 -3.937 1.3356
P -0.119 -0.520 -0.421 1.5874
F -4.558 -0.615 -2.769 -0.3490
F -0.981 0.850 -0.104 -0.2815
F -2.430 0.334 -2.880 -0.4404
F -2.414 0.233 -5.078 -0.3034
F -0.244 -0.755 1.213 -0.3123
F -1.485 -1.347 -0.788 -0.6105
F 1.160 0.279 -0.160 -0.0251
F -2.738 -1.614 -3.793 -0.3755
F -4.091 1.277 -4.057 -0.4232
F -4.554 -0.739 -5.060 -0.3939
F -0.026 -0.175 -2.019 -0.1645
F 0.716 -1.906 -0.596 -0.5524
O -6.992 0.933 1.165 -0.5245
O -5.293 1.725 -0.575 -0.2958
O 6.824 -2.407 2.367 -0.5562
O -5.617 -1.431 1.624 -0.4167
O -3.656 -2.117 2.879 -0.3637
O 0.935 -1.431 4.868 -0.2119
O -6.518 3.437 0.777 -0.6317
O 4.445 -1.468 2.787 -0.3353
O 4.887 -3.983 2.227 -0.5588
O -0.003 0.981 -5.568 -0.9099
O -5.250 -0.348 3.856 -0.5714
O -0.308 2.053 -3.734 -0.8981
O -0.833 3.388 -5.659 -0.7661
O 2.614 -2.798 6.049 -0.5225
O -6.075 -2.716 3.802 -0.5877
O 0.102 -2.910 6.617 -0.4052
O 4.884 -1.976 0.596 -0.4838
O 1.274 3.111 -5.258 -0.7468
O 1.560 -0.774 7.229 -0.5804
O -4.662 1.856 1.701 -0.3615
N -2.968 -6.317 -0.008 0.1463
N 0.741 -1.627 -4.269 2.5435
N 5.163 3.072 2.230 0.3072
N 0.325 6.634 0.185 -0.0484
C 0.179 -2.846 -3.647 0.2204
C 2.453 0.124 -3.876 -1.6242
C -1.708 8.287 0.132 -1.4059
C 6.060 2.796 3.315 -0.3781
C -4.526 -1.733 0.785 0.4111
C -2.173 -4.869 -1.855 -0.9933
C -3.257 -1.567 1.652 0.3861
C 0.751 5.423 0.935 0.2861
C 0.896 -1.771 -5.728 -0.8708
C -0.365 -2.126 -6.553 -1.4863
C -5.004 -7.734 0.400 -1.0100
C 2.710 7.527 0.236 -1.2173
C -3.618 2.399 0.919 -0.3362
C 4.934 4.515 2.005 0.1508
C 2.053 -1.380 -3.714 -0.7984
C 5.393 2.261 1.056 -0.4400
C -2.613 -5.436 2.241 -1.6293
C -3.261 -5.164 0.869 1.0344
C 6.042 1.368 3.875 -1.3449
C -3.166 -6.009 -1.408 -0.8229
C 3.203 -1.227 2.115 0.2016
C -3.430 -7.627 0.462 -0.6774
C 3.476 -1.850 0.745 0.1515
C -0.100 4.234 0.456 -1.0827
C 0.848 -4.208 -4.089 -1.7571
C 6.121 5.223 1.347 -1.2273
C -3.867 1.931 -0.523 0.8819
C -0.293 -1.937 4.530 0.0424
C -0.645 -3.158 5.456 -0.0996
C 1.248 7.723 0.594 -0.4080
C 4.166 2.049 0.156 -0.8296
C -1.022 6.987 0.555 -0.3467
H 1.821 5.219 0.887 -0.3683
H -1.700 -3.111 5.728 0.2913
H -4.180 -5.610 -1.453 0.3499
H -0.935 -2.938 -6.103 0.2885
H -0.877 -2.934 -3.900 -0.0965
H -4.335 -5.027 0.994 0.2430
H -3.358 0.986 -0.708 -0.9547
H -2.807 -4.230 0.538 -0.7849
H 3.436 0.365 -3.470 0.4815
H 0.193 -2.753 -2.561 -0.4761
H -1.117 -1.340 -6.618 0.2137
H 3.294 7.229 1.107 0.1588
H 1.196 -0.809 -6.142 0.4396
H -0.367 -4.131 5.051 0.3032
H -4.665 -0.987 0.003 0.0016
H 1.823 0.740 -3.235 0.1622
H 6.665 1.274 4.764 0.4361
H -1.020 6.978 1.645 0.4058
H 3.748 2.970 -0.250 0.4616
H -1.652 -5.891 2.002 0.4804
H -5.379 -8.706 0.721 0.4104
H -3.018 -7.825 1.452 0.3548
H 0.324 3.332 0.896 0.3679
H -4.582 -2.781 0.492 0.0104
H -2.982 -0.515 1.725 0.1329
H 5.001 1.178 4.139 0.2590
H 1.933 -4.127 -4.022 0.3883
H -1.141 4.289 0.775 0.0805
H -2.301 -4.836 -2.937 0.5001
H -0.155 -2.498 -7.556 0.4291
H -1.737 6.243 0.203 0.2295
H 5.660 1.257 1.384 0.2228
H 2.953 -0.166 2.092 0.2768
H 3.018 -2.835 0.838 0.5713
H -2.453 -4.493 2.764 0.2690
H 6.817 4.713 0.681 0.3161
H -3.050 -8.318 -0.290 0.3990
H -2.597 8.479 0.732 0.3751
H 2.522 -1.905 2.629 -0.0287
H -0.127 4.110 -0.627 0.4652
H -3.155 -6.096 2.919 0.3193
H 0.495 5.552 1.987 0.3402
H -0.115 -2.221 3.492 -0.0496
H -2.529 -3.874 -1.585 0.0796
H -2.334 -2.021 1.293 -0.1583
H 0.593 -4.557 -5.090 0.3310
H 6.472 0.659 3.168 0.3407
H 0.988 8.709 0.208 0.3612
H 3.014 -1.201 0.001 -0.3163
H 6.763 5.575 2.155 0.3229
H 2.836 -2.051 -4.068 0.5466
H 2.030 -1.575 -2.642 0.3615
H 3.428 1.399 0.624 -0.2223
H 3.045 8.500 -0.123 0.4323
H -2.651 2.040 1.270 0.1959
H 1.225 7.857 1.676 0.3758
H -5.458 -7.446 -0.548 0.2869
H -1.118 -4.969 -1.598 0.3215
H 7.104 2.935 3.036 0.2711
H 5.875 6.150 0.829 0.3904
H 1.720 -2.451 -5.944 0.5424
H 2.907 6.891 -0.627 0.3432
H 0.577 -4.945 -3.333 0.4287
H 2.429 0.587 -4.863 0.3573
H -5.437 -7.016 1.096 0.2462
H 5.724 3.484 4.091 0.4461
H -3.105 -6.896 -2.038 0.4626
H -1.990 8.352 -0.919 0.3254
H 4.545 4.975 2.914 0.6042
H -3.701 3.431 1.263 0.2456
H 4.467 1.493 -0.732 0.3542
H -1.105 -1.212 4.580 0.2347
H -3.496 2.668 -1.235 0.5450
H -1.076 9.157 0.314 0.3780
H 6.275 2.576 0.499 0.2233
H 4.099 4.543 1.305 -0.7044
```

total charge = -2
LUMO = 3.167 eV
Kohn-Sham gap = 5.52 eV
HOMO level = -0.08658 Ha



Stability, highest: one